ORCA calculation (wB97M-V/def2-TZVPD) on a cluster of 2 separate species, C2H10N2S in total at a distorted geometry.

- Energy above the lowest of the compared OMol25 structures with the same formula, charge and spin: 27.40 kcal/mol
- ⟨S²⟩: 0.758
- Orbital gap (alpha / beta): 10.65 / 5.18 eV

Geometry as ORCA input:
```
! RIJCOSX wB97M-V def2-TZVPD def2/J DEFGRID3
* xyz 1 2
C 2.67062 0.02796 -1.76409
C -1.63970 0.22800 0.59428
H 2.70367 0.64782 -0.87202
H -1.80539 -0.47780 -0.26333
N -2.40435 0.29400 1.92588
H 2.51445 0.82177 -2.48160
H -0.07271 -1.16374 1.24554
H 3.59974 -0.44212 -1.76433
H 0.18085 0.63783 1.42722
S 1.39327 -1.25231 -1.73564
H 0.37146 -0.46492 -1.72953
H -3.29770 0.60248 1.73779
H -1.63842 1.24924 0.36037
N -0.19083 -0.12608 0.88195
H -2.38495 -0.58213 2.43750
*
```

Atomic partial charges in e from the Löwdin method, atoms 1 to 5: -0.3668 -0.2559 0.0571 0.1147 0.0442